The following is a DFT calculation (ωB97M-V/def2-TZVPD) of C18H17Cl2N3O3 in the gas phase.

Total energy: -2006.58189 a.u.
LUMO level: 0.019 Ha
Relative energy (zero: lowest compared OMol25 entry of this formula, charge and spin): 0.000 eV
SMILES string: CC(C)NC(=O)[C@@]1(O)c2ccccc2NC(=O)N1c1ccc(Cl)c(Cl)c1

Geometry as ORCA input:
```
! RIJCOSX wB97M-V def2-TZVPD def2/J DEFGRID3
* xyz 0 1
C -0.4321 -1.0256 -5.0238
C -1.2334 -1.2855 -3.7512
C -1.0971 -2.7340 -3.2882
N -0.8045 -0.3725 -2.6904
C 0.4280 -0.3342 -2.1846
O 1.3770 -1.0170 -2.5244
C 0.6466 0.7174 -1.0486
O 1.9209 0.5271 -0.5386
C 0.5053 2.0850 -1.6789
C 1.5560 2.6526 -2.3807
C 1.3941 3.8797 -3.0002
C 0.1814 4.5437 -2.9162
C -0.8696 3.9917 -2.2071
C -0.7091 2.7591 -1.5867
N -1.7415 2.1637 -0.8730
C -1.5408 1.1887 0.0887
O -2.4154 0.9256 0.8835
N -0.3456 0.5239 0.0188
C -0.0469 -0.4279 1.0251
C 0.4067 -1.7003 0.6950
C 0.7007 -2.6115 1.6914
C 0.5328 -2.2723 3.0243
Cl 0.8927 -3.4198 4.2553
C 0.0740 -1.0003 3.3557
Cl -0.1340 -0.5548 5.0033
C -0.2050 -0.0799 2.3610
H -0.7926 -1.6651 -5.8243
H -0.5323 0.0132 -5.3304
H 0.6182 -1.2390 -4.8480
H -2.2892 -1.0600 -3.9325
H -0.0503 -2.9699 -3.1184
H -1.4873 -3.4036 -4.0492
H -1.6507 -2.8918 -2.3651
H -1.5002 0.2375 -2.2925
H 2.3100 -0.2234 -1.0315
H 2.4963 2.1270 -2.4320
H 2.2138 4.3158 -3.5490
H 0.0530 5.5003 -3.3992
H -1.8135 4.5100 -2.1257
H -2.5958 2.6910 -0.7498
H 0.5350 -1.9914 -0.3345
H 1.0564 -3.5974 1.4378
H -0.5575 0.9023 2.6284
*
```

Population analysis type Mulliken, resulting atomic charges in e:
1. C -1.426
2. C 0.319
3. C -1.421
4. N 0.114
5. C 0.062
6. O -0.666
7. C 0.980
8. O -0.706
9. C -0.057
10. C -0.447
11. C -0.909
12. C -0.517
13. C -0.844
14. C 0.358
15. N -0.153
16. C 0.337
17. O -0.664
18. N 0.584
19. C 0.265
20. C -0.109
21. C -1.077
22. C 0.335
23. Cl -0.202
24. C -0.236
25. Cl -0.205
26. C -0.421
27. H 0.455
28. H 0.368
29. H 0.312
30. H 0.377
31. H 0.307
32. H 0.453
33. H 0.360
34. H 0.196
35. H 0.510
36. H 0.498
37. H 0.418
38. H 0.405
39. H 0.396
40. H 0.281
41. H 0.430
42. H 0.442
43. H 0.498

=====

The following is a DFT calculation (ωB97M-V/def2-TZVPD) of 2 unconnected molecules or ions with the total composition C6H13ClN at a distorted geometry.

Total energy: -750.90165 a.u.
LUMO level (spin up / spin down): -0.174 / -0.150 Ha
Relative energy (zero: lowest compared OMol25 entry of this formula, charge and spin): 4.693 eV

Geometry as ORCA input:
```
! RIJCOSX wB97M-V def2-TZVPD def2/J DEFGRID3
* xyz 1 1
C 2.1963 1.9103 0.1736
C 2.8200 1.2271 -1.0970
C 2.0972 0.4642 -0.0752
C -1.8659 0.4865 0.5106
C -1.5606 -1.0115 0.4266
C -0.7253 -1.1529 -0.8030
N 0.1972 -2.2486 -0.8425
Cl 2.4792 -0.9648 0.6189
H 2.7779 2.2509 0.9867
H 1.2420 2.5041 0.0267
H 2.4539 1.3808 -2.0337
H 3.9613 1.1445 -0.9832
H -2.6257 0.7646 -0.3297
H -1.0077 1.0886 0.5402
H -2.4055 0.8031 1.4945
H -1.0362 -1.3018 1.3298
H -2.5181 -1.6134 0.4492
H -0.2457 -0.1778 -1.0526
H -0.1617 -3.0359 -0.3021
H 1.0101 -1.8206 -0.3500
H 0.4077 -2.7345 -1.6913
*
```

Population analysis type Mulliken, resulting atomic charges in e:
1. C -0.525
2. C -0.534
3. C 0.374
4. C -1.204
5. C -0.097
6. C -0.611
7. N 0.073
8. Cl -0.259
9. H 0.310
10. H 0.161
11. H 0.271
12. H 0.229
13. H 0.306
14. H 0.297
15. H 0.332
16. H 0.356
17. H 0.324
18. H 0.447
19. H 0.390
20. H -0.007
21. H 0.368

=====

The following is a DFT calculation (ωB97M-V/def2-TZVPD) of C4H13N3 in the gas phase at a distorted geometry.

Total energy: -324.43850 a.u.
LUMO level: 0.039 Ha
Relative energy (zero: lowest compared OMol25 entry of this formula, charge and spin): 0.991 eV
SMILES string: C[C@@H](N)CNCN

Geometry as ORCA input:
```
! RIJCOSX wB97M-V def2-TZVPD def2/J DEFGRID3
* xyz 0 1
C 0.8691 0.4206 2.2483
C 0.6632 -0.5870 1.1161
N 0.4805 -1.9652 1.7297
C -0.5270 -0.3387 0.1911
N -0.1411 0.3633 -1.0255
C -1.1707 0.9511 -1.8514
N -0.8660 1.0201 -3.2429
H 1.4212 -0.0847 3.0351
H 1.4108 1.3283 1.9589
H -0.0864 0.7451 2.6416
H 1.5694 -0.6987 0.5143
H 0.8103 -2.5765 0.9863
H 1.2956 -2.0504 2.3363
H -0.8721 -1.3560 -0.0687
H -1.3701 0.0903 0.7326
H 0.8041 0.7183 -0.9721
H -1.4601 1.9571 -1.5401
H -2.0349 0.3076 -1.7105
H -0.0849 1.6361 -3.4135
H -0.7110 0.1193 -3.6654
*
```

Population analysis type Mulliken, resulting atomic charges in e:
1. C -1.262
2. C 0.292
3. N -0.826
4. C -0.596
5. N -0.263
6. C -0.452
7. N -0.597
8. H 0.382
9. H 0.302
10. H 0.289
11. H 0.311
12. H 0.267
13. H 0.263
14. H 0.310
15. H 0.248
16. H 0.199
17. H 0.322
18. H 0.350
19. H 0.221
20. H 0.242